Record 1
The following is a quantum chemistry calculation of C18H17GaN2O11 as an isolated structure, from the OMol25 dataset.

```
49
Properties=species:S:1:pos:R:3:lowdin_charge:R:1
Ga 0.083 -0.298 -0.008 0.4593
C 2.681 1.420 -0.534 -0.0301
O 1.361 1.401 0.031 -0.2097
C 1.244 2.111 1.278 -0.1275
C 1.429 1.101 2.387 -0.1378
O 0.501 0.034 2.187 -0.2208
C -0.656 0.097 3.036 -0.0349
H 2.970 2.457 -0.700 0.1049
H 2.635 0.886 -1.476 0.1013
H 3.394 0.922 0.124 0.1036
H 0.246 2.541 1.295 0.1362
H 1.995 2.901 1.317 0.1397
H 1.288 1.553 3.370 0.1403
H 2.427 0.660 2.345 0.1388
H -0.334 -0.010 4.072 0.1029
H -1.291 -0.741 2.762 0.1064
H -1.202 1.027 2.882 0.1028
O -3.176 1.987 0.265 0.1010
C -2.393 1.207 -0.226 -0.4944
O -1.247 0.931 0.375 -0.0055
C -2.702 0.510 -1.518 -0.0268
C -3.868 0.897 -2.160 0.0800
C -4.221 0.339 -3.372 -0.1286
C -3.434 -0.626 -3.975 0.0862
C -2.301 -1.034 -3.319 -0.0548
C -1.870 -0.484 -2.090 -0.2159
O -0.739 -0.888 -1.589 0.0153
N -1.503 -2.091 -3.954 -0.3485
O -1.135 -3.015 -3.263 0.1069
O -1.261 -1.962 -5.140 0.0864
N -5.448 0.774 -4.041 -0.3587
O -6.127 1.615 -3.487 0.0804
O -5.734 0.236 -5.094 0.0735
H -4.491 1.651 -1.700 0.1356
H -3.705 -1.050 -4.931 0.1381
O 0.285 -2.192 0.649 0.0740
C 1.347 -2.297 -0.037 -0.4855
O 1.768 -1.238 -0.607 0.0462
C 2.065 -3.577 -0.160 -0.1267
C 1.582 -4.701 0.502 -0.0029
C 2.254 -5.906 0.381 -0.0659
C 3.400 -5.985 -0.399 -0.0721
C 3.878 -4.863 -1.063 -0.0672
C 3.210 -3.655 -0.945 -0.0059
H 0.683 -4.619 1.096 0.1222
H 1.882 -6.785 0.891 0.1062
H 3.921 -6.929 -0.496 0.1057
H 4.766 -4.932 -1.677 0.1058
H 3.559 -2.772 -1.462 0.1203
```

ΔE to the lowest compared entry with this formula, charge and spin	0.2268	eV
2S+1	1
net charge	0

Record 2
The following is a quantum chemistry calculation of one molecule with the formula C18H17N3O2S, from the OMol25 dataset.

```
41
Properties=species:S:1:pos:R:3:lowdin_charge:R:1
C -1.714 6.578 -1.960 -0.0599
C -0.933 5.516 -2.722 -0.2122
H 0.141 5.715 -2.656 0.1216
H -1.242 5.477 -3.769 0.1245
O -1.196 4.210 -2.213 -0.0082
C -0.499 3.824 -1.139 -0.4410
O 0.354 4.520 -0.616 0.0816
C -0.868 2.486 -0.679 -0.0437
C -1.854 1.719 -1.295 -0.0586
N -2.197 0.518 -0.880 0.0519
C -1.545 0.054 0.184 -0.6740
N -0.597 0.671 0.863 0.1219
C -0.236 1.889 0.450 -0.3026
N 0.725 2.516 1.132 0.1870
H 1.150 2.062 1.920 0.1093
H 0.999 3.439 0.822 0.0881
S -2.053 -1.522 0.702 1.0103
C -0.882 -1.848 2.086 -0.3898
C 0.442 -2.333 1.593 -0.2430
C 1.540 -1.518 1.706 -0.0465
C 2.804 -1.930 1.262 -0.0701
C 2.964 -3.165 0.703 -0.0358
C 1.863 -4.035 0.560 -0.1631
C 2.012 -5.313 -0.020 -0.0359
C 0.941 -6.147 -0.165 -0.0830
C -0.330 -5.735 0.262 -0.0752
C -0.508 -4.505 0.831 -0.0406
C 0.578 -3.619 1.002 -0.1247
H -1.496 -4.202 1.140 0.0839
H -1.173 -6.399 0.136 0.1032
H 1.063 -7.123 -0.611 0.1015
H 2.996 -5.617 -0.350 0.1103
H 3.934 -3.495 0.358 0.1099
H 3.646 -1.262 1.368 0.1020
H 1.428 -0.539 2.146 0.0924
H -0.780 -0.907 2.622 0.0708
H -1.385 -2.586 2.709 0.0804
H -2.387 2.094 -2.157 0.1264
H -2.777 6.350 -1.982 0.0787
H -1.548 7.549 -2.416 0.0775
H -1.381 6.613 -0.925 0.0748
```

ΔE to the lowest compared entry with this formula, charge and spin	0.3996	eV
2S+1	1
net charge	0
SMILES string	CCOC(=O)c1cnc(SCc2cccc3ccccc23)nc1N

Number 1: highest occupied orbital energy -8.957 eV, maximum force 0.33 eV/Å. Number 2: highest occupied orbital energy -8.144 eV, maximum force 0.64 eV/Å.